# 1
An isolated ion of composition C2H6N2P and charge +1. Source: OMol25; level of theory: ωB97M-V/def2-TZVPD.

Element x y z (Å)
1 C -0.63269 0.98583 -0.03126
2 N 0.66628 1.23037 -0.01364
3 P 1.64112 -0.21842 0.17871
4 C 0.20108 -1.24764 -0.30751
5 N -0.98079 -0.28253 -0.10646
6 H -1.38663 1.66644 0.10641
7 H 0.99985 2.26960 -0.09118
8 H 1.28100 -0.08612 1.46502
9 H -0.08864 -1.92713 0.47480
10 H 0.16132 -1.66805 -1.23814
11 H -1.86190 -0.72236 -0.43675

- energy relative to the best compared isomer or geometry (same formula, charge and spin) (kcal per mole) = 10.3
- LUMO energy (eV) = -3.9
- frontier orbital gap (eV) = 10.72
- total charge = +1
- highest occupied orbital energy (eV) = -14.65
- calculated total energy (Eh) = -530.39436
- SMILES = C1=[NH+]PCN1

=====

# 2
C37H51IrN7O2S3 as an isolated structure. Source: OMol25; level of theory: ωB97M-V/def2-TZVPD.

Element x y z (Å)
1 Ir -0.16911 -0.45248 0.41430
2 S 0.32928 -1.74777 -1.45812
3 C -0.95437 -0.75194 -2.10159
4 C -1.39831 -0.56237 -3.39905
5 C -2.34385 0.42179 -3.62941
6 C -2.79824 1.21024 -2.57714
7 C -2.31287 0.97277 -1.30988
8 N -1.45399 -0.02139 -1.07248
9 H -0.97328 -1.15107 -4.20010
10 H -2.70552 0.60128 -4.63350
11 H -3.51281 2.00484 -2.73826
12 H -2.61623 1.54640 -0.44398
13 C 2.32047 -5.55827 -0.53315
14 C 1.71165 -5.64105 0.86130
15 N 0.52863 -4.77694 1.03823
16 C -0.79114 -5.41203 0.91984
17 C -1.26931 -5.49836 -0.52209
18 C 0.68652 -3.46606 1.22144
19 S -0.73133 -2.48532 1.49247
20 N 1.95268 -3.03732 1.25976
21 C 2.34108 -1.78842 1.46927
22 O 1.64999 -0.71964 1.43989
23 C 3.79652 -1.59667 1.73495
24 C 4.61851 -2.68787 2.00572
25 C 5.96846 -2.49874 2.25495
26 C 6.50806 -1.22023 2.22732
27 C 5.69710 -0.12941 1.94476
28 C 4.34618 -0.31530 1.69965
29 H 3.26523 -6.10507 -0.55223
30 H 2.52397 -4.52140 -0.79713
31 H 1.66602 -5.99440 -1.28795
32 H 2.44823 -5.35282 1.60691
33 H 1.38881 -6.65718 1.08307
34 H -1.50327 -4.85100 1.51435
35 H -0.70863 -6.40162 1.36857
36 H -1.34954 -4.49605 -0.94750
37 H -2.25043 -5.97604 -0.55868
38 H -0.58775 -6.08457 -1.13858
39 H 4.18703 -3.67879 2.01749
40 H 6.60207 -3.34958 2.46799
41 H 7.56362 -1.07417 2.41900
42 H 6.12083 0.86577 1.90474
43 H 3.71973 0.52996 1.44872
44 C 3.05844 4.08973 6.71958
45 C 2.22728 2.96430 6.11637
46 C 2.17048 3.03518 4.59525
47 C 1.37743 1.87417 3.99852
48 N 1.46843 1.78455 2.54378
49 C 0.62776 2.37110 1.69461
50 S 0.58967 1.83404 0.04201
51 N -0.10874 3.39605 2.10522
52 C -1.10204 4.12898 1.32419
53 C -2.17661 4.68082 2.25021
54 C -3.40324 5.16417 1.47186
55 C -4.36447 4.03059 1.12505
56 H 3.05982 4.04266 7.80920
57 H 2.66767 5.06752 6.42748
58 H 4.09479 4.03272 6.38107
59 H 1.21297 2.99508 6.52282
60 H 2.64142 1.99589 6.41313
61 H 3.18192 3.01653 4.18182
62 H 1.73936 3.99735 4.29402
63 H 0.32367 1.92625 4.28703
64 H 1.76609 0.93543 4.39421
65 H 1.88334 0.93971 2.16346
66 H -0.00718 3.68123 3.06844
67 H -1.51767 3.45076 0.58252
68 H -0.61891 4.94327 0.77950
69 H -1.75877 5.50841 2.83262
70 H -2.47084 3.89937 2.95732
71 H -3.06899 5.66370 0.55682
72 H -3.93163 5.92500 2.04873
73 H -3.83042 3.15848 0.73481
74 H -5.09732 4.33700 0.37784
75 H -4.90796 3.70207 2.01160
76 C -5.71536 -0.75554 4.08364
77 N -4.84385 -0.44020 2.95624
78 N -3.60381 0.14019 3.16131
79 C -2.80461 -0.07546 2.04938
80 O -1.66889 0.45826 1.94356
81 C -3.58480 -0.89172 1.17938
82 C -4.79415 -1.10363 1.78014
83 C -5.93856 -1.94048 1.32906
84 C -3.41036 1.13038 4.16225
85 C -2.25368 1.09138 4.92802
86 C -2.03782 2.07754 5.88052
87 C -2.98407 3.07480 6.08272
88 C -4.14991 3.08695 5.33232
89 C -4.36455 2.11898 4.36198
90 H -5.23273 -0.43633 5.00182
91 H -5.88855 -1.82900 4.13933
92 H -6.66869 -0.23786 3.99254
93 H -3.26901 -1.27872 0.22839
94 H -5.76363 -2.28098 0.31112
95 H -6.87468 -1.38197 1.35533
96 H -6.05362 -2.82001 1.96607
97 H -1.54923 0.28456 4.76851
98 H -1.14055 2.05303 6.48379
99 H -2.81829 3.83462 6.83640
100 H -4.89244 3.85800 5.49386
101 H -5.26413 2.12922 3.75889

- energy relative to the best compared isomer or geometry (same formula, charge and spin) (kcal per mole) = 11.1
- LUMO energy (eV) = -2.2
- frontier orbital gap (eV) = 7.61
- total charge = +1
- highest occupied orbital energy (eV) = -9.83
- calculated total energy (Eh) = -3273.10163